(1)
DFT (ωB97M-V/def2-TZVPD) results for 4 unconnected molecules or ions with the total composition C5H13O6 at a distorted geometry.

```
24
Properties=species:S:1:pos:R:3
O 1.18 -0.17 -0.65
C 0.00 0.10 -0.94
O -0.92 -0.73 -1.23
C -0.38 1.58 -1.14
C 0.33 2.52 -0.14
C 0.10 2.29 1.36
C 1.21 1.45 1.95
O 2.03 1.87 2.73
H -1.46 1.62 -1.02
H -0.08 1.85 -2.15
H 0.16 3.53 -0.52
H 1.40 2.34 -0.33
H -0.93 1.96 1.54
H 0.11 3.27 1.85
H 1.25 0.43 1.53
H -2.84 -2.09 -1.51
H -2.81 -0.81 -0.94
O -3.41 -1.59 -0.90
H -0.14 -2.28 1.19
H 1.14 -1.81 0.55
O 0.79 -2.18 1.37
H -0.31 -2.33 -1.62
H 0.70 -3.47 -1.81
O -0.24 -3.31 -1.68
```

Summary:
DFT total energy = -17683.4400 eV
Total charge = -1
Multiplicity = 1

=====

(2)
DFT (ωB97M-V/def2-TZVPD) results for 2 unconnected molecules or ions with the total composition C23H16Cl2NO3S at a distorted geometry.

```
46
Properties=species:S:1:pos:R:3
Cl -9.48 0.82 0.51
C -7.77 0.81 0.25
C -7.09 -0.39 0.20
C -5.73 -0.40 -0.03
C -5.06 0.79 -0.22
S -3.29 0.81 -0.58
C -2.55 1.05 1.03
Cl -0.88 0.79 1.23
O -2.99 -0.61 -0.98
O -3.08 2.08 -1.36
C -5.74 1.99 -0.17
C -7.10 2.00 0.07
H -7.64 -1.31 0.33
H -5.19 -1.32 -0.10
H -3.13 1.41 1.84
H -5.20 2.90 -0.34
H -7.65 2.93 0.09
N 3.68 1.10 6.88
C 3.49 1.06 5.74
C 3.25 1.01 4.36
C 3.36 2.14 3.57
C 3.11 2.08 2.22
C 2.74 0.88 1.61
C 2.50 0.83 0.18
C 2.20 -0.27 -0.50
C 2.09 -0.28 -1.97
C 2.77 -1.37 -2.71
C 3.65 -2.24 -2.08
C 4.33 -3.20 -2.79
C 4.15 -3.30 -4.15
C 3.28 -2.44 -4.80
C 2.60 -1.48 -4.08
O 1.50 0.59 -2.56
C 2.65 -0.25 2.41
C 2.90 -0.19 3.76
H 3.65 3.07 4.03
H 3.21 2.96 1.61
H 2.64 1.74 -0.38
H 2.05 -1.20 0.02
H 3.81 -2.14 -1.02
H 5.01 -3.86 -2.28
H 4.68 -4.04 -4.71
H 3.15 -2.52 -5.87
H 1.93 -0.80 -4.58
H 2.39 -1.20 1.97
H 2.82 -1.08 4.37
```

Summary:
DFT total energy = -67621.6518 eV
Total charge = -1
Multiplicity = 1

=====

(3)
DFT (ωB97M-V/def2-TZVPD) results for a molecular structure, C27H32FMgN3O3P.

```
68
Properties=species:S:1:pos:R:3
Mg -0.34 1.51 0.66
C -1.45 -4.32 -3.71
C -0.25 -4.50 -2.79
C -0.30 -5.84 -2.07
C 0.96 -6.03 -1.24
C 1.14 -4.87 -0.30
C 1.84 -5.01 0.87
C 1.99 -3.94 1.74
F 2.69 -4.13 2.87
C 1.44 -2.72 1.49
C 0.72 -2.54 0.30
C 0.13 -1.23 0.02
O 0.31 -0.31 0.88
C -0.58 -1.11 -1.19
C -0.67 -2.21 -2.02
N -0.15 -3.41 -1.78
C 0.57 -3.61 -0.60
C -1.28 0.14 -1.72
O -1.87 0.06 -2.78
O -1.21 1.20 -0.99
H -1.53 -5.21 -4.33
H -1.35 -3.47 -4.39
H -2.37 -4.22 -3.14
H 0.67 -4.45 -3.38
H -0.38 -6.63 -2.82
H -1.19 -5.88 -1.44
H 1.82 -6.10 -1.90
H 0.91 -6.95 -0.67
H 2.28 -5.97 1.13
H 1.55 -1.89 2.18
H -1.23 -2.07 -2.93
N -2.47 2.84 4.09
C -1.35 2.65 3.37
N -1.60 2.19 2.17
C -3.00 2.07 2.09
C -3.81 1.65 1.04
C -5.17 1.65 1.27
C -5.72 2.05 2.50
C -4.92 2.47 3.54
C -3.55 2.47 3.30
H -2.50 3.19 5.03
H -0.37 2.86 3.76
H -3.40 1.36 0.08
H -5.84 1.33 0.48
H -6.79 2.03 2.63
H -5.34 2.79 4.49
C 3.94 4.44 1.52
C 2.64 3.70 1.81
P 1.80 2.95 0.37
C 3.06 1.82 -0.35
C 2.62 1.20 -1.67
C 1.62 4.32 -0.84
C 0.46 4.11 -1.81
H 4.32 4.91 2.42
H 3.80 5.23 0.78
H 4.71 3.76 1.15
H 1.91 4.39 2.26
H 2.80 2.90 2.54
H 3.24 1.05 0.40
H 4.00 2.37 -0.48
H 1.65 0.70 -1.58
H 3.34 0.45 -1.99
H 2.54 1.94 -2.46
H 2.57 4.44 -1.37
H 1.47 5.23 -0.26
H 0.56 3.19 -2.38
H 0.41 4.94 -2.52
H -0.49 4.07 -1.29
```

Summary:
DFT total energy = -56583.6167 eV
Total charge = +1
Multiplicity = 1

=====

(4)
DFT (ωB97M-V/def2-TZVPD) results for 11 unconnected molecules or ions with the total composition H22O11 at a distorted geometry.

```
33
Properties=species:S:1:pos:R:3
O 2.43 0.43 1.92
H 2.08 -0.45 1.73
H 3.02 0.62 1.18
O -0.48 2.76 -1.24
H -0.51 2.42 -0.35
H -0.18 3.67 -1.15
O -1.24 -2.55 2.73
H -0.81 -2.63 1.88
H -2.09 -2.15 2.54
O 0.01 -0.88 0.39
H -0.93 -0.83 0.58
H 0.16 -0.20 -0.26
O -3.59 -1.42 2.85
H -3.51 -1.45 1.90
H -4.39 -0.94 3.02
O 1.43 -1.26 -3.11
H 1.62 -1.30 -4.05
H 1.65 -0.36 -2.86
O 3.46 0.71 -1.02
H 2.61 0.52 -1.41
H 3.60 1.64 -1.19
O -0.69 2.03 1.27
H -1.63 1.86 1.35
H -0.56 2.85 1.75
O -2.89 -0.26 0.08
H -3.58 -0.31 -0.58
H -3.12 0.50 0.61
O 1.35 -3.05 0.26
H 1.02 -2.17 0.12
H 1.79 -3.28 -0.56
O 1.54 1.53 -2.66
H 0.82 1.97 -2.21
H 1.61 1.99 -3.50
```

Summary:
DFT total energy = -22879.4571 eV
Total charge = 0
SMILES = O.O.O.O.O.O.O.O.O.O.O
Multiplicity = 1

=====

What energy relative to the best compared isomer or geometry (same formula, charge and spin) values result from the calculations? In sequence: 0.000; 0.577; 0.000; 2.057 eV.
What gap between HOMO and LUMO values result from the calculations? In sequence: 9.51; 3.90; 8.62; 9.47 eV.
What LUMO energy values result from the calculations? In sequence: 3.52; 1.48; -2.46; -0.65 eV.